A 2-piece molecular cluster, C22H20O5S2 overall at a distorted geometry. Source: the Open Molecules 2025 dataset; level of theory: wB97M-V/def2-TZVPD.

Computed properties:
* E: -2022.7154 a.u.
* LUMO energy: -2.27 eV
* highest occupied orbital energy: -7.45 eV
* maximum force: 3.4 eV/Å

Positions of all 49 atoms, in Å:
C -3.47 0.84 5.32
O -3.44 -0.35 4.50
C -3.02 -0.22 3.22
C -2.91 -1.40 2.44
C -2.37 -1.34 1.19
C -1.95 -0.11 0.61
C -1.32 -0.21 -0.71
C -1.30 0.83 -1.74
C -0.99 0.40 -3.05
C -0.84 1.30 -4.09
C -0.89 2.68 -3.85
C -0.59 3.64 -4.95
C -1.22 3.12 -2.56
C -1.47 2.22 -1.54
C -2.02 1.04 1.41
C -2.63 1.02 2.66
H -3.79 0.48 6.30
H -2.48 1.30 5.38
H -4.20 1.56 4.93
H -3.24 -2.35 2.87
H -2.25 -2.25 0.61
H -1.43 -1.20 -1.14
H -0.89 -0.67 -3.24
H -0.66 0.94 -5.11
H -0.57 4.67 -4.57
H 0.38 3.43 -5.42
H -1.35 3.58 -5.74
H -1.29 4.20 -2.38
H -1.81 2.60 -0.58
H -1.59 1.98 1.07
H -2.75 1.94 3.22
C 5.68 -2.47 0.16
C 4.81 -1.82 -0.71
C 3.48 -1.67 -0.35
C 3.02 -2.15 0.87
C 3.88 -2.80 1.75
C 5.22 -2.96 1.39
S 1.28 -1.85 1.20
O 0.58 -3.12 1.21
O 1.16 -0.98 2.35
C 1.01 -0.99 -0.23
S 2.25 -0.84 -1.35
O 2.62 0.56 -1.51
O 2.00 -1.63 -2.54
H 6.73 -2.59 -0.12
H 5.14 -1.42 -1.67
H 3.49 -3.17 2.70
H 5.90 -3.47 2.07
H 0.11 -0.30 -0.30